## P
Computed, not measured: 2 unconnected molecules or ions with the total composition C4H12NOPS, with ωB97M-V/def2-TZVPD.

Gap between HOMO and LUMO ... 9.131 eV

Each atom is followed by the atoms it is bonded to, with distances in Å.
Cartesian coordinates (Å):
1 H 2.10132 0.28986 -0.89526  N2 0.978
2 N 2.25580 -0.52558 -0.37793  H1 0.978, C3 1.258
3 C 3.46959 -0.82664 -0.23897  N2 1.258, C4 1.545, H5 1.082
4 C 4.69657 -0.16326 -0.90303  C3 1.545, H6 1.135, H7 1.116, H8 1.148
5 H 3.60479 -1.65342 0.44598  C3 1.082
6 H 4.43935 0.34333 -1.88546  C4 1.135
7 H 4.94821 0.47676 -0.02407  C4 1.116
8 H 5.52381 -0.93292 -1.10321  C4 1.148
9 C -3.25001 1.73946 0.38597  C10 1.601, H14 1.095, H15 1.048, H16 1.069
10 C -3.15899 0.75310 -0.87204  C9 1.601, P11 1.829, H17 1.142, H18 1.033
11 P -2.13538 -0.75864 -0.76747  C10 1.829, O12 1.706, S13 2.253
12 O -0.66041 -0.02251 -0.32690  P11 1.706, H19 0.927
13 S -2.83263 -1.59147 1.20622  P11 2.253, H20 1.438
14 H -3.16262 1.02974 1.21549  C9 1.095
15 H -2.49249 2.46157 0.44088  C9 1.048
16 H -4.22898 2.16374 0.44874  C9 1.069
17 H -2.36752 1.25717 -1.52230  C10 1.142
18 H -3.92278 0.46012 -1.50280  C10 1.033
19 H 0.07804 -0.58243 -0.34552  O12 0.927
20 H -1.54503 -1.87634 1.77871  S13 1.438

## Q
Computed, not measured: C4H12NOPS in the gas phase, with ωB97M-V/def2-TZVPD.

Gap between HOMO and LUMO ... 8.864 eV

Each atom is followed by the atoms it is bonded to, with distances in Å.
Cartesian coordinates (Å):
1 C 1.04408 -0.95814 -2.76301  S2 1.787, H9 1.234, H10 1.058, H11 1.062
2 S 1.90952 -0.19900 -1.39582  C1 1.787, P3 2.143
3 P 0.08609 0.49665 -0.51053  S2 2.143, N4 1.613, O5 2.160, C6 1.878
4 N -0.02965 2.04986 -0.93006  P3 1.613, H12 1.084, H13 1.024
5 O -1.57108 -0.47327 -1.49986  P3 2.160
6 C 0.05636 0.19163 1.34256  P3 1.878, C7 1.562, C8 1.473, H14 1.112
7 C 0.30900 -1.31582 1.66666  C6 1.562, H15 1.095, H16 1.055, H17 1.105
8 C -1.08116 0.71928 2.11517  C6 1.473, H18 1.055, H19 1.196, H20 1.130
9 H -0.16707 -0.92392 -2.52833  C1 1.234
10 H 1.33010 -1.95141 -2.98679  C1 1.058
11 H 1.18769 -0.27677 -3.56499  C1 1.062
12 H -1.10341 2.19599 -0.92679  N4 1.084
13 H 0.26053 2.32851 -1.87131  N4 1.024
14 H 0.92899 0.82098 1.62454  C6 1.112
15 H 0.93661 -1.78601 0.90224  C7 1.095
16 H 0.82412 -1.50152 2.56830  C7 1.055
17 H -0.62037 -1.91367 1.63764  C7 1.105
18 H -0.94915 0.62452 3.15710  C8 1.055
19 H -2.06032 0.04853 1.96492  C8 1.196
20 H -1.29090 1.82357 1.99837  C8 1.130

Of them, P has the highest stability.

## P
Computed, not measured: 2 unconnected molecules or ions with the total composition C7H16O, with ωB97M-V/def2-TZVPD.

Gap between HOMO and LUMO ... 9.185 eV

Each atom is followed by the atoms it is bonded to, with distances in Å.
Cartesian coordinates (Å):
1 C -0.16001 -2.13553 0.01555  C2 1.590, H8 1.103, H9 1.103, H10 1.103
2 C -0.44943 -0.86413 -0.89470  C1 1.590, C3 1.575, H11 1.107, H12 1.107
3 C -0.17870 0.47355 -0.10865  C2 1.575, C4 1.587, C5 1.373
4 C 1.39149 0.65691 0.03424  C3 1.587, H13 1.103, H14 1.103, H15 1.103
5 C -1.15811 1.36479 0.25235  C3 1.373, C6 1.568, C7 1.488
6 C -0.87213 2.76324 0.90205  C5 1.568, H16 1.103, H17 1.103, H18 1.103
7 C -2.60055 1.08356 0.02164  C5 1.488, H19 1.103, H20 1.103, H21 1.103
8 H -0.68804 -1.96583 0.96896  C1 1.103
9 H 0.90317 -2.33343 0.23258  C1 1.103
10 H -0.59128 -3.02609 -0.47180  C1 1.103
11 H 0.27609 -0.79488 -1.72793  C2 1.107
12 H -1.46460 -0.75491 -1.32242  C2 1.107
13 H 1.67901 1.69335 0.27866  C4 1.103
14 H 1.78950 0.40744 -0.96374  C4 1.103
15 H 1.85015 -0.01943 0.77506  C4 1.103
16 H -1.38685 3.53593 0.30655  C6 1.103
17 H 0.17668 3.07204 1.04784  C6 1.103
18 H -1.35981 2.69692 1.88915  C6 1.103
19 H -2.73529 1.62860 -0.92777  C7 1.103
20 H -3.27631 1.51953 0.77656  C7 1.103
21 H -2.88213 0.02871 -0.13525  C7 1.103
22 O 3.77860 -2.96051 -0.69121  H23 0.984, H24 0.984
23 H 3.36377 -2.64290 0.14263  O22 0.984
24 H 4.59477 -3.42684 -0.40026  O22 0.984

## Q
Computed, not measured: 2 unconnected molecules or ions with the total composition C7H16O, with ωB97M-V/def2-TZVPD.

Gap between HOMO and LUMO ... 9.310 eV

Each atom is followed by the atoms it is bonded to, with distances in Å.
Cartesian coordinates (Å):
1 C 1.11721 -0.28265 -2.00761  C2 1.559, H8 1.103, H9 1.103, H10 1.103
2 C -0.19932 0.47143 -1.64721  C1 1.559, C3 1.524, H11 1.107, H12 1.107
3 C -0.43525 0.63084 -0.14978  C2 1.524, C4 1.552, C5 1.392
4 C 0.22504 1.88807 0.47545  C3 1.552, H13 1.103, H14 1.103, H15 1.103
5 C -1.02050 -0.28996 0.71467  C3 1.392, C6 1.517, C7 1.505
6 C -1.29447 -0.13890 2.19856  C5 1.517, H16 1.103, H17 1.103, H18 1.103
7 C -1.43499 -1.66417 0.26239  C5 1.505, H19 1.103, H20 1.103, H21 1.103
8 H 1.28022 -0.08632 -3.08069  C1 1.103
9 H 1.02454 -1.37171 -1.85932  C1 1.103
10 H 1.99707 0.07514 -1.44687  C1 1.103
11 H -0.17727 1.50423 -2.04507  C2 1.107
12 H -1.08760 -0.03415 -2.07241  C2 1.107
13 H -0.11280 2.68973 -0.20265  C4 1.103
14 H 1.32405 1.81618 0.41518  C4 1.103
15 H -0.05369 2.15957 1.50754  C4 1.103
16 H -0.51307 -0.72099 2.71546  C6 1.103
17 H -2.28095 -0.53359 2.49466  C6 1.103
18 H -1.22379 0.91236 2.52483  C6 1.103
19 H -1.31199 -2.50841 0.96149  C7 1.103
20 H -0.92196 -1.91189 -0.68209  C7 1.103
21 H -2.51033 -1.53313 0.05477  C7 1.103
22 O 2.93715 -0.35767 0.26741  H23 0.984, H24 0.984
23 H 2.35823 -1.01917 0.70958  O22 0.984
24 H 2.31444 0.30514 -0.10831  O22 0.984

Of them, P has the highest stability.

## P
Computed, not measured: 2 unconnected molecules or ions with the total composition C7H16O, with ωB97M-V/def2-TZVPD.

Gap between HOMO and LUMO ... 9.945 eV

Each atom is followed by the atoms it is bonded to, with distances in Å.
Cartesian coordinates (Å):
1 C -0.73467 4.06710 1.71615  C2 1.496, H8 1.093, H9 1.090, H10 1.089
2 C -0.94480 2.60126 1.50695  C1 1.496, C3 1.329, H11 1.083
3 C -0.02541 1.76427 1.03760  C2 1.329, C4 1.503, H12 1.086
4 C -0.27287 0.31068 0.74815  C3 1.503, C5 1.538, H13 1.091, H14 1.103
5 C 0.46348 -0.16975 -0.51388  C4 1.538, C6 1.546, H15 1.081, H16 1.090
6 C 1.86887 -0.72756 -0.19354  C5 1.546, C7 1.542, H17 1.087, H18 1.089
7 C 2.00073 -2.25714 -0.33414  C6 1.542, H19 1.095, H20 1.083, H21 1.094
8 H 0.26157 4.37398 1.38610  C1 1.093
9 H -0.79919 4.39386 2.75437  C1 1.090
10 H -1.46994 4.64931 1.16283  C1 1.089
11 H -1.94423 2.21337 1.66384  C2 1.083
12 H 0.97098 2.13959 0.82164  C3 1.086
13 H -1.33851 0.10589 0.63672  C4 1.091
14 H 0.00388 -0.31757 1.61118  C4 1.103
15 H -0.12820 -0.90441 -1.04151  C5 1.081
16 H 0.61534 0.72038 -1.12434  C5 1.090
17 H 2.10892 -0.48310 0.83778  C6 1.087
18 H 2.65441 -0.27547 -0.79643  C6 1.089
19 H 1.01453 -2.73150 -0.29812  C7 1.095
20 H 2.45096 -2.54096 -1.27772  C7 1.083
21 H 2.60367 -2.63818 0.49495  C7 1.094
22 O -3.40053 -4.68280 -3.32499  H23 0.961, H24 0.962
23 H -2.80934 -4.07598 -3.77912  O22 0.961
24 H -3.14965 -5.53527 -3.69445  O22 0.962

## Q
Computed, not measured: 2 unconnected molecules or ions with the total composition C7H16O, with ωB97M-V/def2-TZVPD.

Gap between HOMO and LUMO ... 10.088 eV

Each atom is followed by the atoms it is bonded to, with distances in Å.
Cartesian coordinates (Å):
1 C 1.75283 0.86753 -2.33773  C2 1.350, H8 1.035, H9 1.117
2 C 1.24049 1.56556 -1.30227  C1 1.350, C3 1.426, H10 1.002
3 C -0.09451 2.05110 -1.17819  C2 1.426, C4 1.552, H11 1.112, H12 1.094
4 C -1.00589 0.79810 -1.08794  C3 1.552, C5 1.696, H13 1.167, H14 1.112
5 C -0.30906 -0.39043 -0.09922  C4 1.696, C6 1.535, H15 1.049, H16 1.113
6 C -0.45607 -0.28575 1.42525  C5 1.535, C7 1.545, H17 1.115, H18 1.087
7 C -1.71999 -0.93685 2.02918  C6 1.545, H19 1.097, H20 1.058, H21 1.116
8 H 1.39118 0.40800 -3.19195  C1 1.035
9 H 2.82315 0.59820 -2.16278  C1 1.117
10 H 1.85195 1.78465 -0.53880  C2 1.002
11 H -0.47825 2.43967 -2.14715  C3 1.112
12 H -0.35664 2.71364 -0.34798  C3 1.094
13 H -0.96223 0.24918 -2.11685  C4 1.167
14 H -1.92943 1.23394 -0.64833  C4 1.112
15 H -0.65582 -1.36490 -0.27662  C5 1.049
16 H 0.75351 -0.32790 -0.42436  C5 1.113
17 H 0.34583 -0.89965 1.89884  C6 1.115
18 H -0.33881 0.71565 1.83213  C6 1.087
19 H -2.52207 -0.19878 2.15410  C7 1.097
20 H -2.07681 -1.63321 1.31641  C7 1.058
21 H -1.37194 -1.46805 2.94741  C7 1.116
22 O 1.70187 -2.74948 1.37373  H23 0.971, H24 0.929
23 H 0.97714 -2.86626 0.73767  O22 0.971
24 H 1.43958 -2.30397 2.14546  O22 0.929

Of them, P has the highest stability.